i.
Formula: C7H10O
Source: the OMol25 dataset
Level of theory: the ωB97M-V functional and the def2-TZVPD basis

The geometry in XYZ format:
```
18
C7H10O the ωB97M-V functional and the def2-TZVPD basis
H -0.094 0.860 -2.096
C 0.573 0.622 -1.165
C 1.428 -1.066 0.886
O 1.310 -0.537 -1.438
C -0.866 -0.472 -0.189
H -1.200 0.735 1.491
C -1.049 0.825 0.422
H 1.068 -0.791 1.858
H 0.251 2.473 -0.368
H -1.935 1.540 0.055
H 1.943 -1.956 1.078
C 0.628 -0.703 -0.285
C 0.438 1.628 -0.005
H -2.741 -0.733 -0.523
H 2.218 -0.200 0.893
C -1.759 -1.274 -0.477
H 1.411 1.496 0.605
H -1.623 -2.446 -0.743
```

Calculated values
Gap between HOMO and LUMO ... 8.590 eV
Molar mass ... 110.16 Da
HOMO ... -7.62 eV


ii.
Formula: C7H10O
Source: the OMol25 dataset
Level of theory: the ωB97M-V functional and the def2-TZVPD basis

The geometry in XYZ format:
```
18
C7H10O the ωB97M-V functional and the def2-TZVPD basis
H -2.280 -1.770 -1.035
C -1.208 1.251 0.517
H -0.594 1.841 1.407
H -0.524 -2.168 1.003
H -2.185 1.833 0.664
C -1.279 -0.076 -0.224
H 0.653 -1.504 -1.153
C 1.018 0.591 -0.239
C 2.255 -0.032 -0.383
H 3.092 -0.531 -1.045
C -0.310 -1.093 0.672
C 0.988 -0.902 -0.124
H -0.296 1.689 -1.827
H -0.176 -0.693 1.594
O -2.471 -0.627 -0.586
H 2.654 0.280 0.742
H 1.050 0.882 0.799
C -0.388 1.028 -0.782
```

Calculated values
Gap between HOMO and LUMO ... 8.800 eV
Molar mass ... 110.16 Da
HOMO ... -8.34 eV


iii.
Formula: C7H10O
Source: the OMol25 dataset
Level of theory: the ωB97M-V functional and the def2-TZVPD basis

The geometry in XYZ format:
```
18
C7H10O the ωB97M-V functional and the def2-TZVPD basis
H -3.433 -0.884 0.443
O -0.551 1.661 -1.047
C 1.202 1.710 0.600
H 1.770 1.041 1.283
C 0.981 -1.317 -0.121
H 2.940 -1.855 -0.600
H 0.889 2.605 1.094
H -2.687 0.668 0.711
H 0.829 -2.412 -0.029
H -1.413 -1.964 0.001
H 2.619 -0.026 -0.665
C 0.139 1.006 -0.263
C -0.157 -0.382 -0.022
H -3.186 0.134 -0.909
C -2.709 -0.195 0.039
C -1.392 -0.879 0.035
H 1.937 2.103 -0.119
C 2.222 -1.014 -0.429
```

Calculated values
Gap between HOMO and LUMO ... 9.469 eV
Molar mass ... 110.16 Da
HOMO ... -9.01 eV


iv.
Formula: C7H10O
Source: the OMol25 dataset
Level of theory: the ωB97M-V functional and the def2-TZVPD basis

The geometry in XYZ format:
```
18
C7H10O the ωB97M-V functional and the def2-TZVPD basis
H 0.686 1.350 1.001
C 1.457 -1.909 0.012
C 2.649 0.297 -0.123
C -1.515 2.104 0.033
C 1.611 -0.425 0.132
H -2.501 2.402 -0.285
H -2.198 -0.984 0.161
C -1.133 0.846 -0.054
H -1.399 -0.798 -1.396
H 2.224 -2.331 -0.634
C -1.948 -0.265 -0.620
H 1.527 -2.385 0.990
H -0.887 2.879 0.438
H -0.043 -0.176 1.476
H -2.868 0.123 -1.055
H 0.479 -2.132 -0.406
O 3.578 0.989 -0.284
C 0.282 0.414 0.616
```

Calculated values
Gap between HOMO and LUMO ... 9.339 eV
Molar mass ... 110.16 Da
HOMO ... -8.56 eV


Energetically preferred structure: iii | next structure: +0.517 eV


i.
Formula: C7H10O
Source: the OMol25 dataset
Level of theory: the ωB97M-V functional and the def2-TZVPD basis

The geometry in XYZ format:
```
18
C7H10O the ωB97M-V functional and the def2-TZVPD basis
C -0.391 -0.182 -0.274
O -0.181 2.211 0.873
H 1.739 -1.991 -0.334
H 1.048 -3.104 0.859
C -0.344 -1.183 1.965
H -0.082 1.880 -2.444
H -0.176 -0.378 -1.321
C -1.291 0.855 -0.025
C 0.011 -1.222 0.678
H 0.256 -2.861 -0.702
C 0.347 2.341 -1.556
H -0.061 -1.975 2.649
H 0.133 3.410 -1.553
H 1.428 2.200 -1.587
C -0.195 1.729 -0.309
H -2.160 0.980 0.603
H -0.890 -0.347 2.377
C 0.807 -2.363 0.101
```

Calculated values
Gap between HOMO and LUMO ... 8.634 eV
Molar mass ... 110.16 Da
HOMO ... -8.20 eV


ii.
Formula: C7H10O
Source: the OMol25 dataset
Level of theory: the ωB97M-V functional and the def2-TZVPD basis

The geometry in XYZ format:
```
18
C7H10O the ωB97M-V functional and the def2-TZVPD basis
H -2.346 0.535 -2.297
H 2.229 -0.546 -1.171
H 1.574 -1.154 0.899
H -1.281 -1.897 0.962
C -2.342 -0.517 -0.365
H 2.706 0.807 1.799
C 1.351 -0.164 0.560
H 1.353 1.876 1.422
O 2.264 0.195 -0.538
H 1.103 0.668 2.623
C -1.306 -0.826 0.698
C -1.851 0.137 -1.413
C -0.473 0.497 -1.115
H -3.394 -0.956 -0.245
C 1.596 0.817 1.671
C -0.106 -0.212 0.020
H -1.483 -0.357 1.638
H 0.204 1.071 -1.656
```

Calculated values
Gap between HOMO and LUMO ... 9.152 eV
Molar mass ... 110.16 Da
HOMO ... -8.21 eV


Energetically preferred structure: ii | next structure: +2.406 eV


i.
Formula: C7H10O
Source: the OMol25 dataset
Level of theory: the ωB97M-V functional and the def2-TZVPD basis

The geometry in XYZ format:
```
18
C7H10O the ωB97M-V functional and the def2-TZVPD basis
H 2.045 -1.145 -1.139
H 0.285 -2.939 -0.371
H -0.826 -1.160 1.654
H -3.209 -0.243 0.168
H -2.380 1.934 -0.391
H -2.148 -1.959 0.253
C -1.356 1.244 -0.182
O 1.903 0.052 0.812
C 1.400 -0.740 -0.429
C 0.018 1.687 0.032
H 0.153 1.872 1.077
C 1.145 0.728 -0.324
H -0.584 -1.325 -1.520
C -1.183 -1.243 0.511
C -1.843 -0.009 -0.041
C 0.051 -1.584 -0.364
H 0.054 2.772 -0.542
H 1.996 1.278 -0.906
```

Calculated values
Gap between HOMO and LUMO ... 10.092 eV
Molar mass ... 110.16 Da
HOMO ... -9.37 eV


ii.
Formula: C7H10O
Source: the OMol25 dataset
Level of theory: the ωB97M-V functional and the def2-TZVPD basis

The geometry in XYZ format:
```
18
C7H10O the ωB97M-V functional and the def2-TZVPD basis
C -1.937 -0.246 0.735
H 1.822 -0.177 1.530
H -1.587 0.591 -1.802
H 1.518 -1.078 -1.313
C 2.107 -0.803 0.684
H 1.717 0.554 -1.333
H -0.427 2.105 -1.228
H 3.298 -0.677 0.536
C -1.078 -0.979 0.190
C 1.396 -0.240 -0.655
H 1.533 -1.727 0.758
O -0.128 1.007 0.735
C -1.501 1.148 0.370
H -2.784 -0.530 1.416
H -0.938 -2.105 -0.019
H -2.003 1.957 0.779
C -0.976 1.107 -1.070
C -0.032 0.092 -0.313
```

Calculated values
Gap between HOMO and LUMO ... 10.391 eV
Molar mass ... 110.16 Da
HOMO ... -9.30 eV


Energetically preferred structure: ii | next structure: +2.943 eV


i.
Formula: C4H12N2O
Source: the OMol25 dataset
Level of theory: the ωB97M-V functional and the def2-TZVPD basis

The geometry in XYZ format:
```
19
C4H12N2O the ωB97M-V functional and the def2-TZVPD basis
H -2.684 1.639 2.057
H -1.526 2.198 0.003
N -1.183 0.389 1.113
C -1.984 0.811 1.993
C 0.531 1.817 -0.179
C -0.920 1.283 -0.023
H 0.590 -1.030 -0.953
O 0.401 -3.560 -1.398
H 2.582 0.949 -0.258
N 1.276 -0.623 -0.326
H 1.691 0.878 -1.744
H -2.108 0.119 2.827
H -1.124 0.775 -0.971
H 0.798 -0.741 0.560
C 1.587 0.771 -0.664
H 0.798 2.271 0.767
H 1.289 -3.223 -1.278
H 0.459 2.582 -0.954
H 0.512 -4.507 -1.531
```

Calculated values
Gap between HOMO and LUMO ... 9.922 eV
Molar mass ... 104.15 Da
HOMO ... -8.84 eV


ii.
Formula: C4H12N2O
Source: the OMol25 dataset
Level of theory: the ωB97M-V functional and the def2-TZVPD basis

The geometry in XYZ format:
```
19
C4H12N2O the ωB97M-V functional and the def2-TZVPD basis
N -0.618 -1.639 2.377
H -1.370 -1.256 2.948
H -0.875 -2.619 2.489
H -2.105 1.008 -2.330
C -0.982 0.026 0.663
H 5.105 -1.348 -0.424
H 0.041 0.975 -1.028
C -0.670 -1.223 1.024
H -1.556 0.551 1.432
N -1.969 2.811 -1.001
H -2.982 1.043 -0.873
H -1.222 3.208 -1.566
C -0.922 0.504 -0.740
H -1.681 2.998 -0.044
O 5.973 -1.603 -0.680
H 5.959 -1.892 -1.592
H -0.881 -0.416 -1.334
C -2.047 1.395 -1.303
H -0.399 -1.996 0.307
```

Calculated values
Gap between HOMO and LUMO ... 9.069 eV
Molar mass ... 104.15 Da
HOMO ... -8.31 eV


iii.
Formula: C4H12N2O
Source: the OMol25 dataset
Level of theory: the ωB97M-V functional and the def2-TZVPD basis

The geometry in XYZ format:
```
19
C4H12N2O the ωB97M-V functional and the def2-TZVPD basis
H 1.011 3.560 -0.237
C 0.570 -3.200 0.434
H 0.575 -1.211 -0.145
C 0.020 3.533 0.281
H -1.891 0.131 -0.528
H -1.241 2.638 -1.013
N -0.898 2.448 -0.098
H -0.359 -4.799 -0.543
H -0.096 -3.364 -1.629
H 0.249 3.368 1.342
H 1.677 -1.616 1.070
H -0.261 0.797 0.996
C -0.300 1.186 -0.054
H -0.513 4.491 0.103
C -0.013 -3.791 -0.633
H 0.766 1.308 -0.390
O -0.956 0.187 -0.843
H 0.881 -3.832 1.261
N 0.779 -1.832 0.626
```

Calculated values
Gap between HOMO and LUMO ... 9.013 eV
Molar mass ... 104.15 Da
HOMO ... -8.04 eV


Energetically preferred structure: i | next structure: +0.110 eV


i.
Formula: C4H12N2O
Source: the OMol25 dataset
Level of theory: the ωB97M-V functional and the def2-TZVPD basis

The geometry in XYZ format:
```
19
C4H12N2O the ωB97M-V functional and the def2-TZVPD basis
H -1.552 2.026 0.606
N -1.050 2.007 1.491
C 0.372 2.017 1.247
C 0.827 -1.196 -0.737
H -0.901 -0.613 -1.848
H -1.770 -2.275 -0.542
H 0.702 -0.767 1.383
H 0.851 1.918 2.215
H -0.677 -0.392 0.469
C 0.429 -0.312 0.432
H 1.680 -0.778 -1.266
H 1.182 -2.173 -0.443
C -0.309 -1.504 -1.698
H 0.039 -1.848 -2.664
N 0.965 0.994 0.364
H 0.994 1.321 -0.595
O -1.125 -2.560 -1.214
H -1.338 1.165 1.972
H 0.680 2.968 0.828
```

Calculated values
Gap between HOMO and LUMO ... 9.702 eV
Molar mass ... 104.15 Da
HOMO ... -8.90 eV


ii.
Formula: C4H12N2O
Source: the OMol25 dataset
Level of theory: the ωB97M-V functional and the def2-TZVPD basis

The geometry in XYZ format:
```
19
C4H12N2O the ωB97M-V functional and the def2-TZVPD basis
C 1.256 -0.522 0.537
C -1.632 1.631 0.629
H 0.746 -3.245 -1.232
C 0.030 -0.279 0.074
H -0.266 -0.270 -0.964
H 3.168 -1.057 0.419
N -0.883 2.422 -0.310
C -1.070 0.195 0.975
H -0.041 -2.111 -1.838
H -1.689 2.217 1.550
O 0.689 -2.708 -2.038
H 2.329 -1.378 -0.968
H -1.056 2.294 -1.285
H 1.406 -0.271 1.576
H 0.052 2.641 -0.028
H -0.893 0.110 2.050
H -2.631 1.511 0.234
H -1.943 -0.443 0.809
N 2.428 -0.739 -0.189
```

Calculated values
Gap between HOMO and LUMO ... 9.021 eV
Molar mass ... 104.15 Da
HOMO ... -8.13 eV


iii.
Formula: C4H12N2O
Source: the OMol25 dataset
Level of theory: the ωB97M-V functional and the def2-TZVPD basis

The geometry in XYZ format:
```
19
C4H12N2O the ωB97M-V functional and the def2-TZVPD basis
N -1.788 -0.141 -1.090
H -2.276 0.698 -0.831
N -0.710 2.281 -0.761
H -0.171 3.128 -0.629
H 1.413 -2.302 0.332
H -1.031 -1.978 0.413
O 1.935 -0.516 1.300
C 0.142 1.159 -0.325
H 2.597 -0.698 0.625
H 1.176 1.284 -0.669
C 1.005 -1.614 1.074
H 0.859 -2.032 2.068
H -0.835 -0.571 1.412
H -2.158 -0.542 -1.931
C -0.413 -0.252 -0.672
H 0.166 -0.793 -1.413
H -0.934 2.169 -1.741
H 0.220 1.213 0.761
C -0.360 -1.136 0.604
```

Calculated values
Gap between HOMO and LUMO ... 9.472 eV
Molar mass ... 104.15 Da
HOMO ... -8.58 eV


iv.
Formula: C4H12N2O
Source: the OMol25 dataset
Level of theory: the ωB97M-V functional and the def2-TZVPD basis

The geometry in XYZ format:
```
19
C4H12N2O the ωB97M-V functional and the def2-TZVPD basis
H 1.837 -0.345 -3.040
H 0.917 -0.820 1.736
C 0.148 0.018 -0.144
H -0.934 0.806 -1.625
H 0.703 -1.638 -1.523
H -1.862 1.087 0.797
H 1.967 -0.923 -0.607
H -1.335 -0.210 2.922
C -0.030 -0.551 1.249
N -1.212 0.304 -0.789
H 0.005 0.976 2.776
H 0.495 1.078 -0.094
H -1.714 -0.518 -1.110
H -0.590 -1.468 1.004
H 1.733 0.996 -2.059
O -1.699 1.342 1.732
C 1.028 -0.667 -1.135
N 1.290 0.131 -2.338
C -0.748 0.401 2.248
```

Calculated values
Gap between HOMO and LUMO ... 10.384 eV
Molar mass ... 104.15 Da
HOMO ... -9.45 eV


Energetically preferred structure: iv | next structure: +0.126 eV